# 1
{
  "formula": "C2H9N2O2",
  "method": "ωB97M-V with the def2-TZVPD basis set",
  "total_charge": 1,
  "homo_lumo_gap_ev": 11.39,
  "species": ["N", "C", "O", "O", "H", "H", "H", "C", "N", "H", "H", "H", "H", "H", "H"],
  "xyz": [[0.59004, 0.99776, -1.60425], [-0.46347, 1.00204, -0.70121], [-1.67661, 0.86080, -1.30398], [-0.37066, 1.17613, 0.48560], [1.39449, 1.44717, -1.18155], [0.32530, 1.46563, -2.46348], [-1.52162, 0.33401, -2.10055], [1.12875, -2.29883, 1.03124], [0.47235, -1.24439, 1.87942], [1.47082, -3.10498, 1.66867], [0.40914, -2.61626, 0.28387], [1.95669, -1.83628, 0.50234], [1.07259, -1.03438, 2.68096], [-0.40030, -1.56248, 2.30627], [0.35542, -0.37050, 1.34701]]
}

---

# 2
{
  "formula": "C2H9N2PS3",
  "method": "ωB97M-V with the def2-TZVPD basis set",
  "homo_lumo_gap_ev": [7.74, 6.81],
  "species": ["C", "C", "N", "N", "P", "S", "S", "S", "H", "H", "H", "H", "H", "H", "H", "H", "H"],
  "xyz": [[0.84082, -1.83217, 2.62084], [-2.14216, -1.51430, -0.43986], [1.26073, 2.78040, -1.72712], [0.98114, 2.85063, -3.04160], [0.72727, -0.26345, 0.08811], [-0.19445, 1.51054, -0.38796], [0.01968, -0.23454, 2.10135], [-0.38499, -1.91008, -0.75909], [1.75263, -1.75244, 3.36435], [1.05077, -2.35997, 1.76324], [-0.00743, -2.28708, 3.13270], [-2.28888, -1.28666, 0.67532], [-2.58037, -2.56665, -0.78140], [-2.36314, -0.61722, -1.14016], [0.92363, 3.56337, -1.19065], [2.04599, 2.30408, -1.26933], [0.35877, 3.61553, -3.00873]]
}

---

# 3
{
  "formula": "C2H9N2S",
  "method": "ωB97M-V with the def2-TZVPD basis set",
  "total_charge": -1,
  "homo_lumo_gap_ev": 6.83,
  "species": ["C", "S", "H", "H", "H", "N", "C", "N", "H", "H", "H", "H", "H", "H"],
  "xyz": [[-0.89458, -1.53871, 1.87774], [-1.34331, -0.84130, 0.26706], [-0.84605, -0.87006, 2.74640], [0.05865, -2.07807, 1.82625], [-1.61114, -2.30098, 2.20468], [1.01395, 1.39531, 0.35628], [1.63363, 1.00492, -0.89427], [0.75932, 0.66792, -2.03266], [0.76840, 2.37572, 0.27412], [0.15129, 0.88904, 0.60156], [2.30768, 0.16168, -0.75259], [2.23251, 1.85479, -1.21834], [0.30037, 1.49627, -2.39568], [0.02238, 0.09108, -1.62534]]
}

---

# 4
{
  "formula": "C2H9N2S",
  "method": "ωB97M-V with the def2-TZVPD basis set",
  "total_charge": 1,
  "homo_lumo_gap_ev": 10.87,
  "species": ["C", "C", "N", "N", "S", "H", "H", "H", "H", "H", "H", "H", "H", "H"],
  "xyz": [[-0.29879, -1.40867, 0.20391], [0.38304, -0.20000, -0.39196], [-0.20750, 0.17869, -1.58399], [-0.36567, 1.29405, 0.80737], [2.05742, -0.06644, -0.26216], [-0.12398, -1.35559, 1.32540], [0.18441, -2.28615, -0.23767], [-1.35763, -1.50660, 0.02403], [-1.28561, 0.14153, -1.52751], [0.08006, 1.14333, -1.92791], [0.45008, 1.93462, 1.14627], [-0.89908, 1.84045, 0.17713], [-1.02824, 1.03058, 1.49698], [2.41150, -0.73979, 0.75011]]
}

---

# 5
{
  "formula": "C2H9N2S2",
  "method": "ωB97M-V with the def2-TZVPD basis set",
  "total_charge": 1,
  "homo_lumo_gap_ev": 7.97,
  "species": ["C", "S", "S", "H", "H", "H", "H", "N", "C", "N", "H", "H", "H", "H", "H"],
  "xyz": [[-2.94185, 0.32806, 1.36321], [-1.46380, 1.37404, 1.64810], [-0.07934, -0.18043, 1.52591], [-3.18746, -0.45991, 2.05163], [-2.74312, -0.12391, 0.37610], [-3.80730, 1.03258, 1.28443], [0.28305, -0.29047, 2.80888], [2.05900, -1.34961, -1.17346], [2.13738, -0.08961, -1.63762], [1.34214, 0.86831, -1.22553], [1.27348, -1.63690, -0.59247], [2.81611, -1.93100, -1.20076], [2.40839, 0.09696, -2.74027], [1.40023, 1.65947, -1.85656], [0.50311, 0.70241, -0.63157]]
}

---

# 6
{
  "formula": "C2H9N2S2",
  "method": "ωB97M-V with the def2-TZVPD basis set",
  "total_charge": 1,
  "homo_lumo_gap_ev": 9.26,
  "species": ["C", "C", "N", "N", "S", "S", "H", "H", "H", "H", "H", "H", "H", "H", "H"],
  "xyz": [[2.32560, -0.52593, -0.61761], [1.06859, -0.04857, -0.27153], [-2.21554, 0.55075, -0.17016], [0.18425, 0.47133, -1.08310], [-1.18834, -0.31905, 2.14399], [0.74968, -0.61771, 1.38760], [3.25527, -0.11485, -0.25917], [2.51840, -1.49457, -0.14209], [2.38966, -0.43256, -1.62238], [-2.67707, -0.43975, 0.01605], [-2.34904, 1.18005, 0.70652], [-0.94110, 0.52938, -0.62374], [0.30394, 0.76480, -1.99346], [-2.69516, 0.88395, -0.97350], [-0.72913, -0.38726, 3.50260]]
}

---

# 7
{
  "formula": "C2H9N2S2",
  "method": "ωB97M-V with the def2-TZVPD basis set",
  "total_charge": 1,
  "homo_lumo_gap_ev": 9.35,
  "species": ["S", "S", "H", "H", "C", "C", "N", "N", "H", "H", "H", "H", "H", "H", "H"],
  "xyz": [[2.77196, -0.87205, 0.98422], [1.08967, -2.06085, 1.55970], [2.61501, -1.28721, -0.29411], [0.54343, -1.10944, 2.30417], [-0.29743, 1.06705, 0.08543], [-1.05499, 0.38137, -0.81483], [-1.09807, -1.10282, -0.74732], [-0.21379, 2.47560, 0.17724], [0.22605, 0.45508, 0.80054], [-1.75299, 0.78121, -1.57478], [-0.94751, -1.52982, -1.66261], [-0.27835, -1.38453, -0.10327], [-1.94099, -1.48349, -0.32474], [-0.43830, 2.91117, -0.73143], [0.77631, 2.75873, 0.34178]]
}

---

# 8
{
  "formula": "C2H9N3",
  "method": "ωB97M-V with the def2-TZVPD basis set",
  "smiles": "[H]/N=C/N.CN",
  "homo_lumo_gap_ev": 10.15,
  "species": ["C", "N", "H", "H", "H", "H", "H", "N", "C", "N", "H", "H", "H", "H"],
  "xyz": [[1.39036, 0.83230, 1.03618], [0.22612, 0.04586, 1.66374], [2.34371, 0.60387, 1.60149], [1.64167, 0.70373, -0.06429], [1.17266, 1.88027, 1.25756], [0.30623, 0.09959, 2.63477], [0.44344, -0.92530, 1.48582], [-1.14549, 0.38801, -1.94908], [-1.29024, -0.69948, -1.13676], [-0.58140, -1.71073, -1.48455], [-1.61390, 1.28983, -1.72882], [-0.18005, 0.66270, -2.20818], [-1.86273, -0.64285, -0.18022], [-0.85038, -2.52780, -0.92766]]
}

---

# 9
{
  "formula": "C2H9N3",
  "method": "ωB97M-V with the def2-TZVPD basis set",
  "smiles": "[H]/N=C/N.CN",
  "homo_lumo_gap_ev": 10.05,
  "species": ["C", "N", "H", "H", "H", "H", "H", "N", "C", "N", "H", "H", "H", "H"],
  "xyz": [[2.14941, -1.38284, -1.03293], [2.05705, -0.05704, -0.39516], [2.63548, -1.35236, -2.02172], [1.10012, -1.64363, -1.29270], [2.67432, -2.11949, -0.41215], [2.82562, 0.52659, -0.69371], [1.18186, 0.35376, -0.69506], [-2.34003, -0.18142, 0.64936], [-2.01529, 1.03939, 1.20966], [-1.39344, 1.94101, 0.56522], [-3.00671, -0.84208, 0.99194], [-2.15838, -0.12697, -0.34285], [-2.32811, 1.11340, 2.25200], [-1.38189, 2.73168, 1.21811]]
}

---

# 10
{
  "formula": "C2H9N3O",
  "method": "ωB97M-V with the def2-TZVPD basis set",
  "smiles": "[H]/N=C/N.NCO",
  "homo_lumo_gap_ev": 10.34,
  "species": ["N", "C", "N", "H", "H", "H", "H", "H", "N", "C", "O", "H", "H", "H", "H"],
  "xyz": [[-2.42029, -1.76186, 1.16418], [-2.06467, -0.82394, 0.38035], [-1.67696, 0.38483, 0.85390], [0.28870, -0.69928, -0.75265], [-2.41167, -2.64707, 0.67132], [-2.00395, -1.01356, -0.68836], [-1.68096, 1.29033, 0.42919], [-1.67485, 0.36135, 1.86683], [2.80601, 1.03014, -0.78927], [1.43600, 0.80433, -0.29917], [0.72058, 0.01026, -1.23911], [3.41977, 0.38124, -0.31128], [2.79560, 0.67215, -1.74179], [0.92204, 1.74896, -0.18608], [1.54465, 0.26213, 0.64194]]
}

---

# 11
{
  "formula": "C2H9N3O",
  "method": "ωB97M-V with the def2-TZVPD basis set",
  "smiles": "[H]/N=C(\\N)NC.O",
  "homo_lumo_gap_ev": 8.61,
  "species": ["C", "N", "C", "N", "N", "H", "H", "H", "H", "H", "H", "H", "H", "H", "O"],
  "xyz": [[-0.20983, -1.65817, -1.20778], [-0.08394, -0.67691, -0.12664], [-0.90618, 0.36945, -0.04633], [-0.45678, 1.32610, 0.99271], [-2.16111, 0.30490, -0.31420], [0.11948, -1.23445, -2.17848], [0.50089, -2.45658, -0.89524], [-1.13866, -2.13126, -1.33755], [0.91949, -0.46824, -0.13216], [0.35669, 1.05681, 1.50658], [-0.14362, 2.26793, 0.98560], [-2.73994, 1.05170, -0.13652], [3.15932, 1.18171, 0.67397], [3.15787, -0.57319, 0.89993], [2.67718, 0.29491, 0.53443]]
}

---

# 12
{
  "formula": "C2H9N3O",
  "method": "ωB97M-V with the def2-TZVPD basis set",
  "smiles": "NC=O.NCN",
  "homo_lumo_gap_ev": 10.38,
  "species": ["N", "C", "N", "H", "H", "H", "H", "H", "H", "C", "N", "O", "H", "H", "H"],
  "xyz": [[0.26306, -0.20427, -1.15412], [-0.27285, -1.59142, -1.11050], [-1.70578, -1.61399, -1.19074], [-0.20649, 0.23434, -1.93375], [1.22574, -0.30716, -1.44816], [0.19659, -2.12026, -0.27886], [0.17454, -2.10994, -1.96975], [-2.09123, -1.41199, -0.27238], [-2.07822, -2.51152, -1.42260], [0.77456, 2.45018, 2.23864], [0.86489, 1.42415, 1.33885], [1.09059, 2.38213, 3.40276], [0.21812, 3.30681, 1.82775], [0.88018, 0.45952, 1.59104], [0.66629, 1.61340, 0.38182]]
}

---

# 13
{
  "formula": "C2H9N3O",
  "method": "ωB97M-V with the def2-TZVPD basis set",
  "homo_lumo_gap_ev": 3.02,
  "species": ["N", "C", "O", "H", "H", "H", "H", "N", "C", "N", "H", "H", "H", "H", "H"],
  "xyz": [[2.27858, 1.36286, -1.73505], [-1.25070, -1.93390, 2.34203], [-1.39513, -1.13216, 1.26775], [3.11349, 1.88916, -2.01352], [2.26127, 0.56247, -2.37937], [-1.67983, -2.93532, 2.17206], [-1.67224, -1.49757, 3.26320], [-0.16379, 1.09454, 0.16489], [-0.72000, 0.71600, -1.04782], [-0.35891, 1.09214, -2.20640], [0.83551, 1.21175, -0.04888], [-0.30378, 0.32300, 0.81071], [-1.42703, -0.10739, -0.86888], [-0.16919, -2.06857, 2.59762], [0.65176, 1.42300, -2.31834]]
}

---

# 14
{
  "formula": "C2H9N3O3PS",
  "method": "ωB97M-V with the def2-TZVPD basis set",
  "total_charge": -1,
  "smiles": "CC=[P@](N)([O-])[NH2+][S@](=N)(=O)[O-]",
  "homo_lumo_gap_ev": 7.02,
  "species": ["C", "C", "N", "N", "N", "O", "O", "O", "P", "S", "H", "H", "H", "H", "H", "H", "H", "H", "H"],
  "xyz": [[-2.19668, -1.14041, -1.30025], [-0.73478, -1.31170, -0.75912], [1.02094, -1.38415, 1.31770], [0.02855, 1.34523, 0.84004], [1.82635, 0.56201, -1.00690], [2.51803, 1.40753, 1.24363], [-1.55998, -0.83978, 1.83403], [1.52285, 3.05996, -0.21901], [-0.49412, -0.71199, 0.81180], [1.73185, 1.63184, 0.09481], [-2.74027, -0.51883, -0.59513], [-2.07148, -0.67893, -2.31444], [-2.65118, -2.12899, -1.37806], [0.13508, -1.25622, -1.50596], [1.40794, -1.13187, 2.13647], [1.65516, -1.22333, 0.57873], [-0.56107, 1.91266, 0.25910], [-0.10294, 1.75840, 1.83328], [1.26575, 0.64857, -1.87071]]
}

---

# 15
{
  "formula": "C2H9N3S",
  "method": "ωB97M-V with the def2-TZVPD basis set",
  "homo_lumo_gap_ev": [8.20, 8.17],
  "species": ["C", "C", "N", "N", "N", "S", "H", "H", "H", "H", "H", "H", "H", "H", "H"],
  "xyz": [[1.96661, -1.07303, -0.14289], [1.43933, 0.07886, 0.60177], [-1.64594, 2.02747, 0.02970], [-1.59637, 0.75723, -0.41541], [-1.29297, -0.23380, 0.56187], [-1.34331, -1.81600, 0.06361], [1.24367, -1.85013, -0.39090], [2.44610, -0.75035, -1.07845], [2.61430, -1.77063, 0.44861], [1.93803, 0.31667, 1.57862], [1.03712, 0.91683, -0.03716], [-2.25450, 2.12413, 0.87047], [-0.72393, 2.38418, 0.34065], [-2.12419, 0.45955, -1.22031], [-1.70395, -1.57096, -1.21018]]
}

---

# 16
{
  "formula": "C2H9N4",
  "method": "ωB97M-V with the def2-TZVPD basis set",
  "total_charge": 1,
  "homo_lumo_gap_ev": 9.87,
  "species": ["C", "C", "N", "N", "N", "N", "H", "H", "H", "H", "H", "H", "H", "H", "H"],
  "xyz": [[1.52086, 0.05155, -0.01113], [-1.44349, 0.71220, -0.43541], [1.53349, 1.28840, -0.04355], [2.19936, -0.98301, -0.39304], [-0.18676, -0.84503, 0.78490], [-1.38119, -0.14774, 0.69552], [-0.93836, 0.18978, -1.19999], [-2.47102, 0.83866, -0.75086], [-0.89198, 1.66727, -0.38534], [0.82810, 2.04586, 0.22511], [3.28961, -0.90229, -0.61009], [1.86475, -1.90327, -0.19022], [-0.13549, -1.61091, 0.02777], [-2.24128, -0.73328, 0.76390], [-1.54660, 0.33181, 1.52243]]
}